Entry from the OMol25 dataset: a 6-piece molecular cluster, C42H61N7O6P2 overall at a distorted geometry (ωB97M-V/def2-TZVPD).

Each line ends with the Mulliken charge.
Geometry (Å):
1 C 3.976 2.516 1.055  -0.590
2 O 3.241 2.138 -0.187  -0.150
3 C 4.231 1.536 -1.107  -0.478
4 C 3.784 1.662 -2.683  -0.786
5 C 2.252 1.021 -2.821  -0.486
6 C 2.319 -0.615 -2.721  0.097
7 C 1.015 -1.306 -1.994  -0.715
8 C 1.197 -1.558 -0.384  -0.235
9 C 1.048 -3.162 0.037  -0.406
10 C 0.278 -3.315 1.477  -0.589
11 C -1.357 -3.453 1.376  -0.418
12 C -1.957 -3.026 -0.088  0.398
13 C -3.599 -3.047 -0.195  -0.435
14 C -4.223 -1.754 0.651  -0.638
15 C -4.168 -0.372 -0.228  0.109
16 N -3.763 0.934 0.419  -0.296
17 C -3.921 1.977 -0.678  0.395
18 O -3.412 3.199 -0.496  -0.640
19 C -4.710 1.313 -1.971  -0.814
20 C -5.457 0.044 -1.177  0.428
21 P -5.977 -1.323 -2.407  0.189
22 O -7.038 -2.507 -1.697  -0.520
23 O -6.583 -0.687 -3.911  -0.419
24 P -6.939 0.900 -0.270  0.725
25 N -8.301 0.143 -0.778  -0.744
26 O -7.144 2.589 -0.746  -0.553
27 O -6.818 0.710 1.485  -0.558
28 H 4.789 3.326 0.799  0.294
29 H 4.518 1.556 1.475  0.283
30 H 3.172 2.941 1.794  0.050
31 H 5.264 2.112 -0.954  0.420
32 H 4.356 0.415 -0.778  0.245
33 H 4.499 0.964 -3.320  0.318
34 H 3.861 2.751 -3.116  0.290
35 H 1.887 1.306 -3.908  0.208
36 H 1.507 1.425 -2.011  0.227
37 H 3.316 -0.909 -2.174  -0.107
38 H 2.342 -1.032 -3.839  0.269
39 H 0.836 -2.345 -2.526  0.373
40 H 0.062 -0.634 -2.196  0.081
41 H 2.220 -1.136 0.058  0.243
42 H 0.343 -0.964 0.193  0.274
43 H 2.167 -3.543 0.200  0.094
44 H 0.613 -3.815 -0.833  0.325
45 H 0.556 -2.397 2.188  0.301
46 H 0.654 -4.276 2.069  0.191
47 H -1.632 -4.596 1.564  0.076
48 H -1.798 -2.802 2.269  0.258
49 H -1.570 -3.841 -0.869  0.169
50 H -1.563 -1.986 -0.492  -0.434
51 H -3.848 -2.975 -1.360  0.293
52 H -4.084 -4.072 0.154  0.303
53 H -5.281 -1.981 1.108  0.267
54 H -3.491 -1.615 1.577  0.187
55 H -3.282 -0.551 -0.994  -0.076
56 H -4.267 1.238 1.280  0.372
57 H -3.788 0.913 -2.615  0.397
58 H -5.425 1.979 -2.613  0.352
59 H -6.823 -2.679 -0.723  0.373
60 H -7.167 -1.391 -4.357  0.334
61 H -8.790 -0.277 0.048  0.211
62 H -7.408 2.505 -1.730  0.376
63 H -7.648 1.138 1.902  0.349
64 C 0.873 6.628 -2.144  -0.275
65 C 1.615 5.694 -1.429  -1.101
66 C 1.629 4.384 -1.878  -0.033
67 N 0.960 3.957 -2.971  -0.080
68 C 0.246 4.886 -3.645  -0.416
69 C 0.174 6.219 -3.276  -0.505
70 H 0.839 7.665 -1.823  0.449
71 H 2.170 5.981 -0.542  0.728
72 H 2.197 3.619 -1.356  0.493
73 H -0.284 4.517 -4.518  0.370
74 H -0.413 6.922 -3.855  0.388
75 C 0.985 7.332 3.938  -0.188
76 C 2.372 7.296 3.843  -0.429
77 C 2.940 7.180 2.585  -0.338
78 N 2.225 7.097 1.442  -0.399
79 C 0.880 7.133 1.566  0.187
80 C 0.220 7.250 2.778  -0.695
81 H 0.503 7.424 4.907  0.390
82 H 2.995 7.357 4.728  0.372
83 H 4.019 7.151 2.458  0.379
84 H 0.328 7.062 0.633  0.283
85 H -0.863 7.276 2.818  0.385
86 C 5.033 -5.635 -3.604  -0.048
87 C 4.747 -4.656 -4.548  -0.742
88 C 4.494 -3.368 -4.102  -0.070
89 N 4.505 -3.009 -2.799  -0.193
90 C 4.785 -3.982 -1.906  -0.151
91 C 5.054 -5.296 -2.255  -0.752
92 H 5.238 -6.655 -3.916  0.369
93 H 4.721 -4.888 -5.607  0.350
94 H 4.269 -2.568 -4.800  0.402
95 H 4.786 -3.668 -0.865  0.446
96 H 5.274 -6.036 -1.494  0.357
97 C 0.533 -9.342 1.434  -0.118
98 C 0.247 -8.362 0.489  -0.805
99 C -0.006 -7.075 0.936  0.291
100 N 0.005 -6.715 2.238  -0.193
101 C 0.285 -7.689 3.132  -0.273
102 C 0.554 -9.002 2.783  -0.502
103 H 0.738 -10.362 1.122  0.375
104 H 0.221 -8.595 -0.569  0.359
105 H -0.231 -6.274 0.237  0.129
106 H 0.286 -7.375 4.172  0.379
107 H 0.774 -9.742 3.543  0.356
108 C -0.105 2.211 5.083  -0.285
109 C 0.927 1.995 5.991  -0.375
110 C 2.095 2.726 5.842  -0.273
111 N 2.292 3.636 4.863  -0.450
112 C 1.273 3.823 3.996  -0.152
113 C 0.068 3.143 4.065  -0.768
114 H -1.035 1.657 5.169  0.392
115 H 0.824 1.275 6.795  0.380
116 H 2.927 2.596 6.527  0.381
117 H 1.457 4.557 3.217  0.721
118 H -0.717 3.334 3.342  0.441

Forces on atoms 1 to 6 (eV/Å):
C -0.319 -0.147 -0.228
O 2.496 -0.018 0.459
C 0.743 0.362 -0.490
C -0.734 -1.071 0.649
C 0.404 -0.233 -0.743
C -0.132 0.208 -0.470

SMILES string ... COCCCCCCCCCCCC[C@@H]1NC(=O)C[C@]1(P(O)O)P(=N)(O)O.c1ccncc1.c1ccncc1.c1ccncc1.c1ccncc1.c1ccncc1
Calculated total energy ... -85826.98287 eV